No. 1
Computed, not measured: a structure of composition C20H32IN3O2PtSi, with ωB97M-V/def2-TZVPD.

Atoms and positions in Å:
H 0.37 3.15 -4.23
C -4.12 -1.95 2.41
H -2.73 -2.04 0.78
H -1.05 -0.30 3.14
C 2.64 -1.60 0.42
H 0.04 -2.05 4.54
H 1.89 3.05 -1.39
H 0.11 -2.46 2.81
C 0.46 -1.75 3.57
H -5.47 -1.58 4.05
H -3.57 3.51 1.17
H 1.42 4.12 -3.18
Si -1.85 2.07 0.03
C 1.40 3.28 -3.87
H -0.72 3.40 1.81
Pt -0.26 -0.58 0.32
C 3.74 -2.22 -0.15
H 0.44 2.49 0.86
H 2.66 1.01 -4.80
H 2.64 -1.09 1.38
C -3.50 0.74 2.54
C -0.47 3.09 0.79
H -0.55 1.51 -2.04
C 3.62 -2.80 -1.40
C 2.40 -2.76 -2.07
C -4.43 0.19 3.41
H 0.98 0.59 -4.39
H 2.27 -3.19 -3.05
O 0.62 0.05 1.96
H 2.04 3.51 -4.72
C -2.88 -0.05 1.55
C 2.03 2.06 -1.86
N -1.93 0.47 0.67
C 1.37 -2.12 -1.42
C -1.52 1.97 -1.82
C -4.75 -1.16 3.36
H 1.60 0.70 4.27
N 1.47 -1.57 -0.22
C 0.51 0.68 4.23
O 2.29 1.07 -1.20
H -2.30 1.37 -2.31
H -0.26 3.99 0.21
H 4.47 -3.29 -1.86
I -0.58 -1.75 -2.12
C -3.21 -1.41 1.52
H -4.35 -3.01 2.35
H -3.23 1.78 2.63
H -3.58 3.73 -0.57
H 2.31 0.08 -3.33
H 0.12 0.44 5.22
C 0.04 -0.34 3.20
H -4.89 0.83 4.16
C -3.49 2.98 0.22
H -4.33 2.30 0.14
H 1.55 -1.82 3.64
H 4.68 -2.23 0.38
H -1.54 2.97 -2.27
C 1.96 0.87 -3.98
H 0.16 1.68 3.95
N 1.85 2.08 -3.20

The value obtained for the HOMO energy is -6.73 eV. The calculation puts the HOMO-LUMO gap at 6.549 eV. For the LUMO energy, the calculation gives -0.006 Eh. The calculation puts the energy above the lowest of the compared OMol25 structures with the same formula, charge and spin at 27.5 kJ/mol.

***

No. 2
Computed, not measured: a structure of composition C23H59GaN3, with ωB97M-V/def2-TZVPD.

Atoms and positions in Å:
C -2.85 -2.79 -2.25
H -1.48 2.60 -1.61
H -3.05 -1.80 2.24
H -3.76 -4.73 -4.20
H -4.03 2.60 -1.18
C -4.23 4.05 -4.48
H 7.11 2.13 4.88
C -5.40 4.67 -3.70
C -1.34 -1.13 1.05
H -5.95 5.36 -4.34
H 4.46 -1.90 6.32
H -4.47 0.95 -1.56
H 1.49 3.07 2.13
H -3.76 -3.21 -2.66
H 4.85 -1.14 3.89
H -3.06 4.50 -1.97
H 3.38 2.81 3.87
H -0.94 -2.87 -4.42
H -1.60 -1.46 3.20
H 4.27 2.55 5.38
H -2.73 1.42 -3.08
H -4.63 3.38 -5.25
H 0.12 -1.97 -2.34
H 7.61 -0.49 6.40
N 5.94 0.53 4.35
C -2.19 -1.13 2.34
H -0.63 4.12 -1.66
H -0.60 3.06 -3.07
Ga 1.50 1.72 1.22
H -3.10 -2.24 -1.35
H 5.03 -0.32 6.84
H -3.13 -5.87 -5.39
H -3.71 4.85 -5.01
H -2.45 -2.07 -2.96
H 3.03 1.25 0.96
H -1.61 0.94 0.49
C -1.23 3.43 -2.26
C 0.16 -0.98 1.32
H -5.49 2.28 -2.11
H 1.29 -3.29 -2.37
H -1.09 -3.44 -1.21
C -1.84 -0.05 0.09
N -1.06 -4.47 -3.00
H 0.73 1.96 -0.18
C 0.65 -2.67 -2.99
C -3.63 2.01 -3.24
H -1.49 -2.10 0.57
C -4.46 1.97 -1.95
C 0.54 0.22 2.22
H 5.58 2.19 3.18
C 4.99 1.41 3.66
C -2.86 -5.04 -4.73
H -2.54 -4.21 -5.36
H -2.57 -0.13 2.56
H 0.53 -1.93 1.73
H -4.18 1.51 -4.05
H -2.91 -0.14 -0.08
C -2.46 4.14 -2.81
C 5.42 -0.77 4.74
H 0.28 -4.13 -4.52
H -5.05 5.23 -2.83
C 4.57 -0.85 6.01
H 1.27 -2.07 -3.65
H 8.56 0.99 6.48
H 3.12 1.34 4.78
H -0.98 -6.01 -4.36
C 3.89 2.06 4.48
H -2.15 -6.22 -3.07
H 4.54 0.84 2.85
H 6.16 1.54 6.23
H 1.21 -0.11 3.03
C 7.92 0.39 5.83
C -0.30 -3.53 -3.81
C -1.81 -3.87 -1.91
H 0.65 -0.87 0.34
H 6.27 -1.45 4.85
C -1.74 -5.49 -3.77
H 3.57 -0.45 5.86
H -1.33 -0.13 -0.88
H -6.10 3.91 -3.35
H -0.34 0.63 2.72
H -2.30 -4.69 -1.37
N -3.22 3.31 -3.74
H -2.15 5.03 -3.37
C 6.74 1.21 5.35
H 8.52 0.05 4.98

The value obtained for the HOMO energy is -4.56 eV. Its total charge is -1. The calculation puts the HOMO-LUMO gap at 7.201 eV. For the LUMO energy, the calculation gives 0.097 Eh. The calculation puts the energy above the lowest of the compared OMol25 structures with the same formula, charge and spin at 0.0 kJ/mol.